No. 1
C27H39F9IN5O6P | ωB97M-V/def2-TZVPD

Calculated values
maximum force = 6.74 eV Å⁻¹
energy = -90198.518 eV

Geometry as ORCA input:
```
! wB97M-V def2-TZVPD RIJCOSX def2/J DEFGRID3
* xyz 1 1
C -2.708 3.238 -2.201
H 2.707 0.046 -2.201
H -4.804 -2.871 -2.221
C -1.476 -0.437 -3.224
C -6.168 -5.180 -0.988
H 4.146 -1.113 1.385
H -2.628 -0.010 -5.851
H 1.976 4.357 5.656
C 1.854 2.225 5.493
H -5.978 -6.112 -0.453
C 4.024 -3.738 5.740
H 1.734 3.180 2.431
F 0.624 5.956 -2.888
N 1.670 -3.117 5.405
F 3.535 5.698 -3.343
C 2.033 0.375 -1.321
H 0.134 2.495 2.797
H -3.837 2.972 -2.298
H -6.617 -4.069 0.764
F 2.988 3.961 -4.880
O -5.180 -2.180 0.768
H -4.361 0.470 -6.263
H 0.938 -2.939 4.731
H -4.010 -1.223 -5.510
F 0.964 2.748 0.223
C 2.858 -3.450 4.834
C 3.143 -1.941 -0.441
C -5.170 -3.026 -0.117
H 0.722 3.912 3.701
P -3.875 0.719 -3.811
C 0.580 0.660 -1.886
C -0.056 -0.588 -2.647
O 2.384 1.330 6.137
C 1.441 3.527 6.123
N -2.234 0.795 -3.047
N -6.023 -4.084 -0.054
N 2.236 -1.230 -4.875
H 1.357 -3.391 -0.827
C 1.352 -2.993 6.811
H 3.900 -1.550 -1.206
H 1.004 -1.975 6.995
F 0.401 3.899 -4.101
H 0.921 -1.363 -0.222
C 2.530 5.059 -4.098
C 2.517 -3.395 -0.846
H 3.796 -4.588 6.386
C 1.015 2.977 3.227
C 1.952 -0.855 -0.229
H -3.621 -2.041 -1.198
H 2.869 -4.187 -0.094
C -3.724 -0.115 -5.515
H -7.197 -5.183 -1.354
H 2.208 -3.205 7.448
C -4.234 -2.938 -1.292
O -4.873 -0.316 -2.843
H 4.260 -2.856 6.340
C 1.193 4.693 -3.225
O -2.230 5.568 -2.804
C -2.481 4.426 -3.254
F 2.046 5.055 -0.973
H -3.574 -3.808 -1.313
H 4.670 -2.907 0.984
H 2.547 1.217 -0.760
H 1.929 1.155 3.815
H -5.483 -5.098 -1.830
H -2.650 3.579 -1.092
F 2.073 6.040 -5.055
C 1.498 -1.621 -3.991
H 2.087 -0.393 0.827
C 0.434 3.244 -1.041
H -1.918 -1.359 -3.767
N 1.623 2.054 4.161
C 3.809 -2.154 1.039
F -0.416 4.314 -0.626
H 1.691 3.509 7.184
H 0.362 3.667 6.025
C -1.726 1.987 -2.346
O 0.630 -1.832 -2.856
F 2.773 3.215 -2.113
I -2.644 4.224 -5.427
H 0.544 -3.692 7.041
O 2.953 -3.508 3.611
H 4.897 -3.987 5.135
C -0.251 2.009 -1.750
H 2.837 -3.602 -1.926
H 2.971 -2.549 1.710
H -5.736 0.121 -2.665
C 1.615 3.982 -1.849
*
```

These are the Mulliken partial charges, in e, on atoms 1 to 5:
1. C -0.5491
2. H 0.5443
3. H 0.3318
4. C -0.0600
5. C -0.7761

---

No. 2
C5H6N3O | ωB97M-V/def2-TZVPD

Calculated values
maximum force = 4.17 eV Å⁻¹
ΔE to the lowest compared entry with this formula, charge and spin = 162.44 kJ/mol
energy = -11795.555 eV

Geometry as ORCA input:
```
! wB97M-V def2-TZVPD RIJCOSX def2/J DEFGRID3
* xyz -1 1
C 0.835 0.361 -0.613
H -0.245 3.222 -1.447
N 1.001 1.431 -1.402
C 0.076 2.267 -0.951
O 2.032 -1.583 -1.543
H -0.645 -2.629 -0.044
H -1.267 2.299 0.550
H 0.716 -2.500 1.126
C -0.684 -0.700 1.117
N 1.028 -0.981 -0.974
H -1.753 -0.999 1.081
C -0.137 0.511 0.361
C 0.088 -1.965 0.464
H -0.439 -0.525 2.171
N -0.606 1.791 0.104
*
```

These are the Mulliken partial charges, in e, on atoms 1 to 5:
1. C 1.0682
2. H 0.3034
3. N -0.7355
4. C -0.2443
5. O -0.7517

---

No. 3
C2H9NP | ωB97M-V/def2-TZVPD

Calculated values
maximum force = 2.83 eV Å⁻¹
ΔE to the lowest compared entry with this formula, charge and spin = 0.00 kJ/mol
energy = -12990.920 eV

Geometry as ORCA input:
```
! wB97M-V def2-TZVPD RIJCOSX def2/J DEFGRID3
* xyz 1 1
H 0.380 -1.894 0.774
H -0.724 -0.528 -1.122
H -0.900 1.386 1.016
H 1.541 -0.435 -2.206
P 1.640 0.221 -1.036
H -1.803 1.241 -0.304
N -0.827 1.265 0.003
H -0.349 2.086 -0.332
H 1.805 -0.974 -0.342
C -0.075 -0.085 -0.362
H 0.518 -0.401 1.593
C -0.075 -0.931 0.928
H -1.131 -0.952 1.389
*
```

These are the Mulliken partial charges, in e, on atoms 1 to 5:
1. H 0.4179
2. H 0.3414
3. H 0.3550
4. H 0.0899
5. P -0.0208

---

No. 4
C3H2F4 | ωB97M-V/def2-TZVPD

Calculated values
maximum force = 3.04 eV Å⁻¹
ΔE to the lowest compared entry with this formula, charge and spin = 299.03 kJ/mol
energy = -14009.866 eV

Geometry as ORCA input:
```
! wB97M-V def2-TZVPD RIJCOSX def2/J DEFGRID3
* xyz 0 1
C -1.407 0.117 0.209
F -1.608 -0.707 -0.935
F -1.937 1.317 0.027
C 0.581 0.438 0.113
F 0.974 1.716 0.194
H 1.119 -1.519 -0.371
C 1.471 -0.491 -0.165
F 2.799 -0.428 -0.112
H -1.993 -0.443 1.040
*
```

These are the Mulliken partial charges, in e, on atoms 1 to 5:
1. C 0.3003
2. F -0.2309
3. F -0.1758
4. C 0.1412
5. F -0.2279

---

No. 5
C32H60BBaF4N2O14 | ωB97M-V/def2-TZVPD

Calculated values
maximum force = 3.52 eV Å⁻¹
ΔE to the lowest compared entry with this formula, charge and spin = 261.25 kJ/mol
energy = -78033.548 eV

Geometry as ORCA input:
```
! wB97M-V def2-TZVPD RIJCOSX def2/J DEFGRID3
* xyz 1 1
H -4.920 2.323 -5.205
H -4.923 1.481 -2.468
H -4.517 0.183 1.773
F -0.447 1.316 -0.165
C -1.026 -5.826 0.944
H 4.984 4.031 0.190
O 4.786 2.176 -0.619
H 2.306 5.352 -0.258
C -4.476 3.305 -5.039
O -2.605 2.343 -3.843
C 2.328 4.071 3.768
H 0.335 0.495 3.489
H -1.111 1.155 -2.829
H 3.099 -2.043 0.606
H 4.690 -0.819 4.670
H 1.503 4.203 4.468
H -2.308 -2.511 -0.798
C 3.479 -1.709 -0.359
H -0.802 2.918 -2.910
C -2.955 3.156 -4.954
H 6.399 -2.245 2.148
C 2.089 4.332 0.062
H 6.503 -0.711 1.372
H 2.593 3.592 -0.560
H 0.746 -0.435 4.872
C 4.737 -0.078 -1.420
C 0.081 -1.753 -3.053
H -0.275 -1.110 -1.062
H 1.027 4.096 0.001
C -6.360 3.968 -3.894
C 5.464 3.399 -0.557
H 5.456 4.023 -1.451
C 2.861 -1.518 3.750
H -4.145 2.727 -1.533
H -6.653 4.697 -4.650
H 2.507 -1.907 4.705
B 0.813 1.121 0.270
H 0.758 4.442 2.348
H 5.684 1.535 -2.311
C -5.667 -1.896 0.406
C -2.042 -3.533 -2.646
H 2.017 2.059 5.488
H -2.489 2.700 -5.827
O -4.305 -1.686 0.679
H 3.343 1.186 5.095
C 5.550 1.198 -1.283
H 3.476 2.844 5.819
F 1.739 1.388 -0.685
H -3.346 0.155 -0.929
H -0.681 1.794 -4.351
C -4.972 2.016 -1.520
N -3.028 -6.883 1.949
O 2.172 -0.337 3.332
H 6.468 0.978 -0.738
O -5.080 1.079 -0.439
C -0.223 -4.775 0.658
F 1.008 -0.196 0.631
H 0.619 -4.910 -0.005
H 6.507 3.212 -0.299
C 1.840 4.537 2.440
C -2.225 -5.678 1.643
C 0.852 -0.417 3.788
H 3.983 -0.064 -2.208
H 6.997 -0.809 2.995
O 4.918 -0.774 2.639
H 5.426 -0.885 -1.667
H -5.940 2.518 -1.528
Ba 3.721 1.477 1.634
H -5.749 -2.700 -0.325
H 0.302 -2.725 -4.960
O 2.570 4.005 1.361
O 4.227 -0.515 -0.167
O -4.931 3.865 -3.856
C -1.317 -3.573 -3.840
H -2.457 4.120 -4.852
H -2.005 -2.310 2.215
C -1.686 -2.612 -1.675
H -6.669 4.283 -2.897
H -0.659 -6.775 0.579
H 2.473 -2.268 3.060
H -4.694 3.973 -5.872
C -0.558 -3.531 1.193
H 1.901 5.624 2.502
H 3.211 4.622 4.091
H -3.445 -4.313 2.769
O 2.698 2.760 3.763
H 0.264 -1.282 3.484
C 3.005 2.222 5.058
H -2.992 -0.486 1.596
O -3.594 -4.993 -3.591
H -6.272 -2.195 1.262
C -3.801 0.644 -0.068
O -4.024 -6.856 2.691
O -2.737 -7.958 1.361
H -1.670 -4.241 -4.611
C -0.286 -2.644 -4.057
C 4.367 -1.437 3.832
H -3.211 1.505 0.244
C -1.763 -3.315 1.901
C -3.914 -0.344 1.033
C -0.562 -1.765 -1.872
H 4.781 -2.434 3.981
C -2.600 -4.414 2.104
H 0.916 -1.086 -3.205
N -3.329 -4.356 -2.602
H 0.129 -2.741 0.928
F 1.071 1.907 1.431
C -1.211 2.055 -3.436
H 2.614 -1.639 -1.019
H -6.810 3.020 -4.189
H -6.262 -1.037 0.095
H 4.049 -2.551 -0.753
O -3.942 -4.403 -1.573
C 6.230 -1.182 2.317
*
```

These are the Mulliken partial charges, in e, on atoms 1 to 5:
1. H 0.3479
2. H 0.3547
3. H 0.4214
4. F 0.1663
5. C -0.2900

---

No. 6
C48H44F3N4O2P2PtSi | ωB97M-V/def2-TZVPD

Calculated values
maximum force = 2.17 eV Å⁻¹
energy = -98397.671 eV

Geometry as ORCA input:
```
! wB97M-V def2-TZVPD RIJCOSX def2/J DEFGRID3
* xyz 1 1
H 3.381 -3.441 9.051
C 2.036 -0.333 -0.689
C 0.792 4.548 -0.290
C 1.706 4.835 0.719
H -0.980 0.450 -1.893
H 5.996 -3.448 -0.306
H -0.526 3.058 -1.074
C 5.031 -2.973 -0.159
H -5.495 2.735 3.334
C -0.214 -0.368 4.475
N 0.093 -1.159 7.156
C -1.964 -5.885 -2.317
H -4.439 -1.968 -0.283
H -0.928 -0.991 9.777
H 4.454 -2.681 -3.386
F 2.096 7.003 -0.159
C 0.543 -1.635 8.347
C -2.327 -4.223 -0.632
H -3.882 -7.101 0.192
H -3.534 -4.804 1.040
C -0.382 -0.070 3.142
H 6.150 -2.262 -3.246
H -1.191 0.563 2.813
C -3.291 -6.398 -0.375
C -3.247 -1.924 2.450
C 1.419 -1.356 2.538
C -4.733 0.783 0.681
F 1.857 6.816 1.976
H 2.030 -1.722 1.724
H 0.516 5.301 -1.009
C 2.011 3.835 1.643
N 2.014 -2.243 6.809
Si 4.863 -1.416 -1.258
H 4.988 -1.045 -3.737
C -3.503 -1.559 -0.664
C -4.105 1.730 -2.376
C -1.817 0.971 -2.392
C -3.097 -5.115 0.102
N 0.509 2.324 0.556
C 2.448 -2.920 9.206
H 0.274 -2.063 11.661
H -3.998 -1.352 1.925
H -6.163 -0.236 -0.560
H -2.888 -7.780 -1.957
C 2.331 6.195 0.877
C -1.344 -3.401 3.822
C -3.291 -1.999 3.831
C -2.694 2.187 -4.261
C -3.919 2.300 -3.623
P -2.061 -2.531 -0.050
H -1.148 -3.894 -2.381
C 0.841 -1.205 4.860
H -0.536 -3.846 1.876
H 2.369 -3.266 11.304
N 0.415 -0.556 2.195
H 4.266 -3.703 -0.401
C -6.016 0.413 0.293
C -3.055 1.058 -1.765
C -0.005 -1.527 9.624
P -3.239 0.213 -0.169
C 0.979 -1.524 6.259
H -2.358 -2.764 5.597
H -1.534 -6.187 -3.260
C 5.139 -1.896 -3.080
H -4.079 -1.493 4.364
C 1.879 -2.810 10.457
H -8.106 0.603 0.714
F 3.661 6.119 1.031
C 3.142 -0.750 -0.963
H -0.875 0.020 5.231
C -6.917 1.715 2.100
C -5.639 2.084 2.485
H -3.541 1.886 2.064
H 2.825 -2.604 6.336
C 1.402 2.606 1.516
C -1.755 -4.604 -1.838
C 0.221 3.291 -0.327
C -1.637 1.535 -3.642
H -0.620 -3.996 4.356
C 1.767 -2.326 8.152
C 0.675 -2.121 10.660
H -2.560 2.612 -5.244
C -2.729 -6.779 -1.584
C -4.547 1.618 1.777
H -7.770 2.077 2.653
H -0.680 1.459 -4.135
Pt 0.227 0.174 0.028
H 2.503 -2.356 4.072
C -2.333 -2.723 4.518
C -2.235 -2.566 1.756
O -0.770 -1.991 -0.538
H 7.143 -0.416 -0.885
H 5.977 0.831 -1.274
H 6.022 0.146 0.340
C -1.295 -3.324 2.443
H 1.617 1.817 2.222
H 2.692 4.029 2.455
C 1.675 -1.700 3.852
C -7.105 0.882 1.007
O -2.043 0.407 0.684
C 6.121 -0.088 -0.716
H -5.057 1.810 -1.873
H -3.505 -1.636 -1.755
H 4.942 -2.730 0.895
H -4.733 2.825 -4.099
*
```

These are the Mulliken partial charges, in e, on atoms 1 to 5:
1. H 0.3982
2. C -2.3612
3. C -0.9658
4. C 0.5148
5. H 0.7451